Record 1
Density functional theory data (ωB97M-V/def2-TZVPD) for an isolated molecule of C3H3F3O.

Values from the calculation:
max |F|	2.8	eV Å⁻¹
LUMO energy (alpha / beta)	0.6291 / 0.6656	eV
ΔE to the lowest compared entry with this formula, charge and spin	86.3	kcal per mole
highest occupied orbital energy (alpha / beta)	-7.713 / -7.189	eV
Kohn-Sham gap (alpha / beta)	8.342 / 7.854	eV
E	-490.8131	hartree

Cartesian coordinates (Å):
C -0.1852 -0.5738 -0.8191
C -0.7478 0.5110 0.0523
C 1.1875 -0.4698 -0.2221
O -1.2479 0.1275 1.1885
F -0.3013 1.7721 -0.0926
F 1.3935 -0.8083 1.1037
F 1.8897 0.5597 -0.6606
H -0.6784 -1.4759 -0.5016
H -0.2779 -0.3273 -1.9669
H -1.0322 0.6848 1.9184


Record 2
Density functional theory data (ωB97M-V/def2-TZVPD) for a 2-piece molecular cluster, C3H3F3O overall.

Values from the calculation:
max |F|	4.2	eV Å⁻¹
LUMO energy	0.6453	eV
ΔE to the lowest compared entry with this formula, charge and spin	64.1	kcal per mole
SMILES string	FC=C(F)F.C=O
highest occupied orbital energy	-9.527	eV
Kohn-Sham gap	10.172	eV
E	-490.8485	hartree

Cartesian coordinates (Å):
C 0.9719 0.1965 -0.5074
C -2.3017 -0.6426 0.5320
C -2.6573 0.4454 -0.0385
O 0.0742 0.3733 0.2660
F -1.9746 -1.7411 -0.2576
F -2.9125 1.5342 0.7148
F -2.4607 0.8091 -1.2622
H 1.9397 0.7735 -0.2382
H 0.9870 -0.2734 -1.4851
H -2.6112 -0.8327 1.5687


Record 3
Density functional theory data (ωB97M-V/def2-TZVPD) for an isolated molecule of C3H3F3O2.

Values from the calculation:
max |F|	4.1	eV Å⁻¹
LUMO energy	0.0359	eV
ΔE to the lowest compared entry with this formula, charge and spin	3.8	kcal per mole
SMILES string	O=C[C@](O)(F)C(F)F
highest occupied orbital energy	-10.746	eV
Kohn-Sham gap	10.782	eV
E	-566.1496	hartree

Cartesian coordinates (Å):
C -0.8410 -1.2965 0.8405
C 1.3307 -0.4035 -0.3013
C -0.1945 -0.5350 -0.3141
O -1.7893 -1.9989 0.7024
O -0.8290 0.9561 -0.1544
F 1.8647 -1.5661 -0.7299
F 1.7844 -0.2009 0.9476
F -0.5982 -0.9594 -1.5220
H -0.3514 -1.0864 1.8036
H 1.6854 0.4113 -0.9491
H -1.2814 1.1335 -0.9859